Record 1
Computed, not measured: a molecular structure, CH4F3KO5S in a non-equilibrium geometry, with ωB97M-V/def2-TZVPD.

The calculation puts the HOMO-LUMO gap at 8.8 eV. The value obtained for the energy above the lowest of the compared OMol25 structures with the same formula, charge and spin is 81.9 kcal/mol. The total charge is 0. As for the max |F|: 0.1568 hartree/bohr.

Last column: Mulliken charge in e.
Atoms and positions in Å:
K  0.161  0.770  1.664  1.00
C  -1.403  1.496  -1.853  0.62
F  -2.652  1.517  -1.499  -0.21
F  -1.305  1.450  -3.185  -0.20
F  -0.809  2.584  -1.269  -0.24
S  -0.699  -0.216  -1.148  1.13
O  0.670  -0.383  -1.614  -0.64
O  -0.874  -0.232  0.347  -0.77
O  -1.639  -1.096  -1.857  -0.66
O  1.271  -0.707  0.528  -0.55
H  0.911  -1.371  -0.060  0.31
H  2.053  -1.114  0.900  0.22
O  1.304  -0.533  3.004  -0.67
H  2.207  -0.822  3.132  0.30
H  0.804  -1.344  2.913  0.37



Record 2
Computed, not measured: 2 unconnected molecules or ions with the total composition C21H44ClINO6PS2 in a non-equilibrium geometry, with ωB97M-V/def2-TZVPD.

The calculation puts the HOMO-LUMO gap at 3.7 eV. The total charge is 0. As for the max |F|: 0.0429 hartree/bohr.

Last column: Mulliken charge in e.
Atoms and positions in Å:
C  -1.518  -3.648  -0.294  -0.79
C  -1.124  -3.577  -1.765  -0.46
O  0.092  -2.814  -1.886  -0.25
C  0.082  -1.930  -2.967  -0.41
C  1.495  -1.469  -3.278  -0.65
O  2.149  -0.863  -2.159  -0.44
C  1.383  0.050  -1.446  -0.31
C  0.989  1.217  -2.364  -1.30
S  2.438  1.903  -3.224  -0.07
N  0.318  2.391  -1.624  0.84
C  -0.629  3.022  -2.649  0.10
Cl  -1.961  1.923  -3.030  -0.06
C  -1.083  4.456  -2.427  -0.81
C  0.083  5.454  -2.420  -1.17
C  -0.115  2.130  -0.164  -1.71
I  -0.175  4.073  0.843  0.28
C  -1.473  1.456  -0.024  -0.27
C  -1.878  1.273  1.443  -1.21
C  -1.736  -0.183  1.924  0.76
C  -1.437  -0.201  3.431  -1.34
S  0.227  -0.585  3.935  1.49
O  0.963  0.674  3.932  -0.61
O  0.203  -1.413  5.114  -0.69
O  0.781  -1.403  2.692  -0.53
C  0.932  1.261  0.604  1.81
C  2.077  0.618  -0.211  -0.06
P  2.830  -0.676  0.941  1.02
C  3.727  -1.890  -0.091  -1.35
C  4.235  0.275  1.655  -0.78
C  3.838  1.119  2.874  -0.99
H  -0.664  -3.963  0.314  0.30
H  -2.359  -4.328  -0.144  0.41
H  -1.860  -2.664  0.049  -0.01
H  -0.982  -4.567  -2.214  0.27
H  -1.904  -3.047  -2.325  0.39
H  -0.358  -2.374  -3.874  0.60
H  -0.544  -1.046  -2.739  0.20
H  1.444  -0.773  -4.133  0.22
H  2.144  -2.293  -3.587  0.56
H  0.449  -0.413  -1.097  -0.38
H  0.302  0.864  -3.130  0.97
H  1.903  1.885  -4.449  0.22
H  1.073  3.080  -1.545  0.78
H  -0.014  3.034  -3.557  0.44
H  -1.749  4.555  -1.565  0.26
H  -1.702  4.676  -3.307  0.48
H  0.818  5.273  -1.634  0.30
H  0.611  5.433  -3.382  0.32
H  -0.298  6.469  -2.280  0.37
H  -1.424  0.494  -0.560  -0.15
H  -2.261  2.023  -0.527  0.70
H  -2.910  1.623  1.530  0.35
H  -1.234  1.856  2.105  0.51
H  -2.619  -0.805  1.741  -0.10
H  -0.922  -0.655  1.362  -0.27
H  -1.525  0.807  3.859  0.52
H  -2.122  -0.848  3.985  0.35
H  1.593  -0.947  2.379  -0.12
H  0.380  0.418  1.023  -1.99
H  1.362  1.803  1.445  0.65
H  2.822  1.382  -0.478  0.79
H  4.423  -2.412  0.576  0.52
H  4.294  -1.449  -0.914  0.34
H  3.011  -2.613  -0.491  0.27
H  4.978  -0.484  1.934  0.49
H  4.687  0.891  0.867  0.34
H  4.727  1.553  3.347  0.45
H  3.312  0.509  3.614  0.24
H  3.185  1.952  2.595  0.19
C  -4.750  -4.138  2.403  -1.28
C  -4.201  -2.742  2.046  0.37
O  -4.359  -2.390  0.763  -0.87
H  -4.251  -4.901  1.797  0.26
H  -4.595  -4.385  3.462  0.33
H  -5.821  -4.177  2.192  0.30
H  -3.120  -2.771  2.396  -0.12
H  -4.683  -2.036  2.785  0.18



Record 3
Computed, not measured: a gas-phase ion, C3H7N2 (charge +1) in a non-equilibrium geometry, with ωB97M-V/def2-TZVPD.

The calculation puts the HOMO-LUMO gap (spin up / spin down) at 9.5 / 8.9 eV. The value obtained for the energy above the lowest of the compared OMol25 structures with the same formula, charge and spin is 102.1 kcal/mol. The total charge is +1. As for the max |F|: 0.0946 hartree/bohr.

Last column: Mulliken charge in e.
Atoms and positions in Å:
C  -1.223  -0.872  0.096  0.03
C  -0.496  1.313  -0.095  -0.84
C  -0.027  -0.060  0.469  -0.06
N  -2.172  -0.097  -0.310  -0.37
N  1.268  -0.465  -0.278  -0.35
H  -1.191  -1.869  0.354  0.42
H  -0.514  2.238  0.561  0.27
H  -0.336  1.501  -1.065  0.44
H  0.167  -0.004  1.519  0.38
H  1.169  -0.300  -1.266  0.35
H  1.278  -1.470  0.068  0.39
H  2.078  0.084  -0.053  0.33



Record 4
Computed, not measured: 3 unconnected molecules or ions with the total composition C4H12O2, with ωB97M-V/def2-TZVPD.

The calculation puts the HOMO-LUMO gap at 10.0 eV. The value obtained for the energy above the lowest of the compared OMol25 structures with the same formula, charge and spin is 16.3 kcal/mol. The total charge is 0. As for the max |F|: 0.0188 hartree/bohr.

Last column: Mulliken charge in e.
Atoms and positions in Å:
C  1.050  0.828  1.350  -0.94
C  0.283  -0.183  1.735  1.00
C  -0.307  -1.134  0.740  -1.19
C  0.047  -0.442  3.189  -1.20
H  1.548  1.449  2.096  0.27
H  1.142  1.001  0.286  0.23
H  0.001  -0.906  -0.277  0.33
H  -1.384  -1.108  0.827  0.30
H  -0.021  -2.161  0.960  0.30
H  0.842  -0.015  3.809  0.34
H  0.018  -1.514  3.431  0.30
H  -0.885  -0.036  3.573  0.27
O  4.173  -0.953  -0.468  -0.63
H  4.027  -1.048  -1.411  0.31
H  4.307  -1.802  -0.044  0.31
O  -4.993  1.875  -5.146  -0.64
H  -5.509  2.409  -4.521  0.32
H  -4.094  2.164  -4.920  0.32